Entry 1:
C9H15ClSi | ωB97M-V with the def2-TZVPD basis set

Calculated values
- HOMO-LUMO gap (alpha / beta): 8.158 / 8.159 eV
- E: -29974.1229 eV
- LUMO level (alpha / beta): 0.0131 / 0.0131 hartree
- SMILES string: C[Si](C)(Cl)[C@@H]1CC2=CC[C@@H]1C2
- Charge: 0
- Relative energy (zero: lowest compared OMol25 entry of this formula, charge and spin): 244.6 kJ/mol

Structure (XYZ):
```
26
C9H15ClSi ωB97M-V with the def2-TZVPD basis set
C -0.132 -1.312 -2.686
C -1.261 -1.369 -1.823
C 1.060 -1.471 -1.760
C -0.826 -2.016 -0.533
C -1.810 0.012 -1.293
C 0.348 -1.057 -0.386
C -0.327 0.343 -0.689
C 1.278 2.643 0.938
C -0.724 0.408 2.291
Si -0.250 1.524 0.834
Cl -1.774 2.838 0.712
H -0.092 -1.069 -3.685
H 1.555 -2.461 -1.731
H 1.886 -0.835 -2.047
H -1.658 -1.921 0.112
H -0.362 -3.022 -0.539
H -1.969 0.894 -1.935
H -2.685 -0.113 -0.683
H 0.954 -1.144 0.557
H 0.060 0.764 -1.695
H 1.692 2.788 -0.020
H 0.894 3.714 1.315
H 1.950 2.293 1.656
H 0.139 0.161 2.992
H -1.463 0.856 2.999
H -1.009 -0.648 2.045
```

Atomic partial charges in e from the Mulliken method, atoms 1 to 5:
1. C -0.408
2. C 0.076
3. C -0.919
4. C -0.602
5. C -1.084

Entry 2:
C9H15FMnO6V | ωB97M-V with the def2-TZVPD basis set

Calculated values
- HOMO-LUMO gap (alpha / beta): 3.851 / 4.693 eV
- E: -81568.1500 eV
- LUMO level (alpha / beta): -0.3956 / -0.3647 hartree
- <S²>: 12.1932
- Spin multiplicity: 7
- Charge: +2

Structure (XYZ):
```
33
C9H15FMnO6V ωB97M-V with the def2-TZVPD basis set
O -35.318 -17.908 18.359
V -35.199 -16.471 19.164
Mn -36.874 -14.115 17.563
F -35.096 -15.192 17.420
C -38.451 -16.189 19.739
O -37.347 -15.607 19.149
H -39.183 -16.343 18.947
H -38.228 -17.093 20.305
H -39.039 -15.553 20.401
O -37.671 -15.198 16.038
C -38.323 -15.688 15.124
O -39.405 -16.394 15.387
C -40.149 -16.748 14.276
C -39.115 -16.673 13.153
C -38.105 -15.652 13.642
H -40.820 -15.905 14.110
H -40.705 -17.682 14.354
H -39.463 -16.428 12.150
H -38.659 -17.661 13.091
H -38.578 -14.759 13.235
H -37.053 -15.677 13.356
O -35.291 -19.023 11.998
C -34.979 -18.685 13.119
O -35.403 -17.530 13.639
C -34.786 -17.259 14.894
C -33.883 -18.370 15.211
C -33.971 -19.322 14.038
H -35.555 -17.316 15.664
H -34.335 -16.279 14.738
H -34.272 -19.027 15.989
H -32.857 -18.107 15.466
H -34.436 -20.254 14.359
H -33.104 -19.315 13.378
```

Atomic partial charges in e from the Mulliken method, atoms 1 to 5:
1. O -0.383
2. V 1.602
3. Mn 1.275
4. F -0.587
5. C -0.622

Entry 3:
C9H15FNO | ωB97M-V with the def2-TZVPD basis set

Calculated values
- HOMO-LUMO gap: 11.075 eV
- E: -15821.2912 eV
- LUMO level: -0.1186 hartree
- Charge: +1
- Relative energy (zero: lowest compared OMol25 entry of this formula, charge and spin): 97.4 kJ/mol

Structure (XYZ):
```
27
C9H15FNO ωB97M-V with the def2-TZVPD basis set
C 1.016 0.598 -1.121
C 0.973 1.691 -1.835
C 1.887 -1.633 -0.068
C 0.150 -1.297 1.820
C 2.452 -0.703 -1.130
C 1.229 -0.751 0.939
C -1.118 0.023 0.313
C -1.372 -1.020 -0.675
C -1.814 1.344 0.384
N 0.428 0.415 0.171
O -0.975 -0.386 1.625
F 3.512 0.034 -0.701
H 0.197 2.369 -1.692
H 1.455 1.646 -2.730
H 1.163 -2.256 -0.537
H 2.766 -2.161 0.429
H -0.152 -2.378 1.666
H 0.345 -1.176 2.857
H 2.713 -1.032 -2.168
H 2.055 -0.231 1.612
H -2.394 -1.257 -0.938
H -0.992 -1.914 -0.176
H -0.734 -1.013 -1.553
H -1.733 1.847 1.297
H -2.777 1.162 0.082
H -1.399 2.019 -0.444
H 0.730 1.342 0.679
```

Atomic partial charges in e from the Mulliken method, atoms 1 to 5:
1. C 0.067
2. C -1.018
3. C -0.652
4. C -0.801
5. C -0.081

Entry 4:
C9H15IN | ωB97M-V with the def2-TZVPD basis set

Calculated values
- HOMO-LUMO gap (alpha / beta): 7.325 / 5.501 eV
- E: -19154.1440 eV
- LUMO level (alpha / beta): -0.1405 / -0.2811 hartree
- <S²>: 2.0152
- Spin multiplicity: 3
- Charge: +1

Structure (XYZ):
```
26
C9H15IN ωB97M-V with the def2-TZVPD basis set
C -0.647 0.010 0.476
C 2.996 0.270 1.434
C 2.485 -0.257 0.032
C 1.954 1.442 1.347
C -1.955 -0.648 -1.520
C -1.992 -0.329 0.019
C 1.506 0.880 -0.055
C -1.176 0.303 -2.429
C -2.665 -1.438 0.718
N 0.225 0.539 -0.273
I -1.501 2.293 -2.673
H -0.361 -0.269 1.630
H 2.935 -0.561 2.129
H 4.042 0.637 1.514
H 3.135 -0.363 -0.794
H 1.922 -1.117 0.162
H 0.988 1.379 2.003
H 2.368 2.448 1.418
H -1.501 -1.572 -1.717
H -2.943 -0.596 -2.090
H -2.513 0.582 0.238
H 1.857 1.548 -0.881
H -0.542 -0.063 -3.163
H -3.801 -1.139 0.792
H -2.195 -1.619 1.603
H -2.619 -2.362 0.078
```

Atomic partial charges in e from the Mulliken method, atoms 1 to 5:
1. C -0.389
2. C -0.402
3. C -1.111
4. C -0.815
5. C -0.662

Entry 5:
C9H15IN4S2Zr | ωB97M-V with the def2-TZVPD basis set

Calculated values
- HOMO-LUMO gap: 7.126 eV
- E: -46572.7280 eV
- LUMO level: -0.3002 hartree
- Charge: +2

Structure (XYZ):
```
32
C9H15IN4S2Zr ωB97M-V with the def2-TZVPD basis set
C -1.719 0.724 -2.865
C -1.741 -0.699 -2.769
H -2.659 0.934 -2.318
H -1.824 0.936 -3.964
H -0.849 1.419 -2.675
H -1.702 -1.577 -2.021
H -2.809 -0.932 -2.992
H -1.047 -0.995 -3.586
Zr -0.179 0.006 -0.262
C 1.571 0.081 -1.568
H 2.165 -0.842 -1.552
H 2.254 0.831 -1.141
H 1.484 0.363 -2.624
I -2.874 -0.302 0.820
N -0.655 3.345 0.456
C -0.016 2.654 1.412
N 0.316 1.381 1.204
C 0.816 0.729 2.353
C 0.894 1.627 3.375
S 0.270 3.211 2.972
C 1.051 -0.678 2.263
C 1.517 -1.620 3.120
S 1.561 -3.240 2.454
C 0.894 -2.624 1.036
N 0.644 -1.325 1.074
N 0.565 -3.342 -0.041
H -0.947 4.293 0.636
H -1.035 2.865 -0.343
H 1.261 1.402 4.353
H 1.866 -1.405 4.111
H 0.802 -4.323 -0.092
H 0.122 -2.898 -0.828
```

Atomic partial charges in e from the Mulliken method, atoms 1 to 5:
1. C -0.955
2. C -0.751
3. H 0.328
4. H 0.311
5. H 0.391

Entry 6:
C9H15LuNO6SbSe4 | ωB97M-V with the def2-TZVPD basis set

Calculated values
- HOMO-LUMO gap: 6.313 eV
- E: -324899.5157 eV
- LUMO level: 0.1519 hartree
- Charge: -2
- Relative energy (zero: lowest compared OMol25 entry of this formula, charge and spin): 0.0 kJ/mol

Structure (XYZ):
```
37
C9H15LuNO6SbSe4 ωB97M-V with the def2-TZVPD basis set
Lu 0.050 0.050 -0.095
O -0.590 0.734 1.786
C -0.746 2.129 1.782
C 0.464 2.948 1.347
N 1.183 2.450 0.130
C 0.988 3.164 -1.094
C -0.458 2.815 -1.731
O -1.039 3.699 -2.326
O -0.829 1.656 -1.397
C 2.590 2.011 0.242
C 2.828 0.778 1.150
O 1.973 -0.174 0.972
O 3.765 0.799 1.934
H -2.705 -0.415 0.223
H -0.970 2.518 2.811
H -1.625 2.430 1.195
H 1.205 2.941 2.149
H 0.159 4.011 1.194
H 1.745 2.828 -1.806
H 1.062 4.237 -0.972
H 3.262 2.820 0.536
H 2.873 1.700 -0.783
Se -6.499 -2.643 0.384
Sb -4.712 -3.816 1.426
Se -3.791 -5.667 0.273
Se -3.911 -3.233 3.598
Se -2.689 -1.642 -0.270
C 0.425 -3.653 0.394
O 0.653 -3.367 -1.015
C 0.698 -2.139 -1.431
C 0.882 -2.239 -2.920
H -0.546 -3.222 0.670
H 1.200 -3.139 0.991
H 0.410 -4.729 0.489
H 0.733 -3.257 -3.243
H 1.812 -1.791 -3.223
H 0.150 -1.590 -3.372
```

Atomic partial charges in e from the Mulliken method, atoms 1 to 5:
1. Lu 1.451
2. O -0.653
3. C -0.425
4. C -0.809
5. N 0.415